(P)
DFT (ωB97M-V/def2-TZVPD) results for a cluster of 3 separate species, C3H13NO3S in total.

CARTESIAN COORDINATES (ANGSTROEM)
S1 2.11 -1.27 0.47
H1 -1.28 1.40 -0.44
H2 0.55 0.81 -2.98
O1 0.39 -4.52 5.01
H3 0.47 -3.79 4.41
C1 -0.51 2.32 -2.05
H4 1.42 0.91 1.56
H5 0.03 -0.15 1.23
O2 -0.23 1.32 -3.10
H6 1.27 -4.84 5.05
H7 2.08 -0.86 -0.74
H8 -3.62 -1.14 -0.36
H9 0.22 3.08 -2.48
H10 1.51 1.87 -0.48
H11 1.06 0.35 -1.61
H12 -2.32 -0.71 -0.57
H13 -1.50 2.66 -2.46
O3 -3.05 -0.56 0.01
C2 0.95 0.30 0.78
N1 -0.39 1.81 -0.74
C3 0.83 1.03 -0.49

Output
2S+1: 1
Structure (SMILES): OCNCCS.O.O
HOMO level: -9.50 eV

Atom charges from the natural (NBO) analysis, given in e for atoms 1 to 6: S -0.08; H 0.38; H 0.46; O -0.93; H 0.46; C 0.07

=====

(Q)
DFT (ωB97M-V/def2-TZVPD) results for a structure of composition C3H13NO3S.

CARTESIAN COORDINATES (ANGSTROEM)
S1 0.26 0.35 -2.12
H1 -0.62 -1.66 -1.84
H2 0.23 1.24 0.94
N1 -1.68 0.49 1.42
C1 -0.51 0.52 0.59
O1 -2.29 -1.78 0.32
H3 0.00 -0.44 0.58
H4 -1.83 0.12 -0.97
H5 3.08 1.90 -0.61
O2 2.35 0.23 1.31
H6 2.98 1.25 1.21
H7 -1.79 -2.22 -0.83
O3 -1.29 -2.36 -1.67
H8 -2.03 -0.47 1.15
H9 2.46 0.31 -0.28
C2 -0.91 0.76 -0.90
H10 -1.42 0.55 2.39
H11 -3.18 -2.17 0.32
H12 -1.20 1.81 -1.01
C3 3.21 1.04 0.03
H13 4.18 0.55 -0.04

Output
2S+1: 1
HOMO level: -9.05 eV

Atom charges from the natural (NBO) analysis, given in e for atoms 1 to 6: S 0.37; H 0.43; H 0.23; N -0.85; C -0.21; O -0.92

=====

Most favorable structure: (P). The second most favorable one is 9.050 eV above it.

=====

(P)
DFT (ωB97M-V/def2-TZVPD) results for a structure of composition H3NOP2.

CARTESIAN COORDINATES (ANGSTROEM)
N1 -2.29 -0.30 0.08
P1 2.00 0.02 -0.22
O1 -3.10 0.61 0.02
H1 -0.62 -1.73 -0.24
H2 2.53 0.57 1.10
P2 -0.68 -0.33 0.16
H3 2.16 1.17 -0.91

Output
2S+1: 1
HOMO level (spin up / spin down): -9.14 / -8.45 eV

Atom charges from the natural (NBO) analysis, given in e for atoms 1 to 6: N -0.17; P 0.02; O -0.26; H -0.01; H 0.00; P 0.46

=====

(Q)
DFT (ωB97M-V/def2-TZVPD) results for a cluster of 2 separate species, H3NOP2 in total.

CARTESIAN COORDINATES (ANGSTROEM)
H1 -0.61 -0.71 1.68
P1 0.40 0.41 -0.62
O1 -2.05 1.05 -1.29
P2 0.69 -1.07 1.00
H2 1.16 -0.16 1.88
N1 -1.15 0.74 -0.55
H3 1.56 -0.26 -2.10

Output
2S+1: 1
HOMO level (spin up / spin down): -8.84 / -8.70 eV

Atom charges from the natural (NBO) analysis, given in e for atoms 1 to 6: H 0.04; P 0.57; O -0.30; P 0.07; H -0.01; N -0.25

=====

Most favorable structure: (P). The second most favorable one is 0.614 eV above it.

=====

(P)
DFT (ωB97M-V/def2-TZVPD) results for the ion C5H8N with charge +1.

CARTESIAN COORDINATES (ANGSTROEM)
C1 -1.24 0.34 -2.56
H1 -1.92 1.47 0.26
H2 2.16 0.58 0.81
C2 0.69 -0.88 0.94
N1 1.86 -0.22 1.34
C3 -0.41 0.14 1.03
H3 0.56 -1.73 1.69
H4 -1.66 -0.16 -3.42
H5 2.50 -0.83 1.90
C4 -1.45 0.25 -1.29
H6 -0.41 1.04 -2.64
H7 -0.28 0.85 1.95
C5 -1.23 0.62 -0.01
H8 0.81 -1.47 -0.03

Output
2S+1: 1
Charge: +1
HOMO level (spin up / spin down): -13.73 / -13.73 eV

Atom charges from the natural (NBO) analysis, given in e for atoms 1 to 6: C -0.45; H 0.27; H 0.40; C -0.34; N -0.82; C 0.19

=====

(Q)
DFT (ωB97M-V/def2-TZVPD) results for the ion C5H8N with charge +1.

CARTESIAN COORDINATES (ANGSTROEM)
C1 -1.97 0.14 -0.02
H1 2.41 1.54 -0.35
H2 -0.96 -2.51 -0.34
H3 0.53 1.09 1.20
C2 0.50 0.83 0.14
C3 -0.60 -1.59 -0.05
N1 2.63 -0.52 0.02
C4 2.05 0.54 -0.06
H4 -2.52 -0.54 0.62
H5 0.38 1.45 -0.70
C5 -0.43 -0.32 -0.04
H6 2.19 -1.35 0.29
H7 -2.26 0.07 -1.16
H8 -1.95 1.17 0.45

Output
2S+1: 1
Charge: +1
HOMO level: -13.80 eV

Atom charges from the natural (NBO) analysis, given in e for atoms 1 to 6: C -0.55; H 0.20; H 0.26; H 0.30; C -0.54; C 0.27

=====

(R)
DFT (ωB97M-V/def2-TZVPD) results for the ion C5H8N with charge +1.

CARTESIAN COORDINATES (ANGSTROEM)
H1 2.43 -1.62 -0.11
H2 -2.31 -1.37 0.44
H3 -0.68 -2.35 0.04
N1 0.66 -0.21 -0.10
C1 1.87 0.68 -0.14
C2 -1.38 0.99 0.01
C3 1.79 -0.78 -0.13
H4 -0.70 1.81 -0.14
C4 -0.67 -0.28 0.14
H5 2.27 1.09 0.71
C5 -1.23 -1.51 0.43
H6 -2.15 1.12 0.67
H7 1.94 1.39 -0.90
H8 -1.85 1.03 -0.91

Output
2S+1: 1
Structure (SMILES): C=C(C)[N+]1=CC1
Charge: +1
HOMO level: -14.29 eV

Atom charges from the natural (NBO) analysis, given in e for atoms 1 to 6: H 0.27; H 0.24; H 0.22; N -0.19; C -0.20; C -0.66

=====

(S)
DFT (ωB97M-V/def2-TZVPD) results for the ion C5H8N with charge +1.

CARTESIAN COORDINATES (ANGSTROEM)
H1 0.38 1.48 -0.52
C1 -0.81 -0.06 0.04
H2 -2.46 -0.82 -0.90
H3 -2.60 -0.73 0.91
C2 0.15 -0.99 -0.33
H4 3.09 -0.84 -0.49
N1 1.26 -0.18 0.18
H5 -2.84 0.79 0.00
C3 2.53 -0.01 -0.05
C4 0.25 0.94 0.44
H6 0.14 -2.04 -0.63
H7 0.31 1.70 1.24
C5 -2.30 -0.19 -0.01
H8 2.90 0.95 0.13

Output
2S+1: 1
Structure (SMILES): C=[N+]1C=C(C)C1
Charge: +1
HOMO level: -14.33 eV

Atom charges from the natural (NBO) analysis, given in e for atoms 1 to 6: H 0.23; C 0.14; H 0.26; H 0.27; C -0.10; H 0.24

=====

Most favorable structure: (S). The second most favorable one is 1.437 eV above it.

=====

(P)
DFT (ωB97M-V/def2-TZVPD) results for a structure of composition C5H8N.

CARTESIAN COORDINATES (ANGSTROEM)
C1 -0.29 -0.81 0.99
H1 -1.61 1.49 2.44
H2 1.47 -0.99 -2.17
H3 -0.17 -0.78 -2.26
H4 -0.96 2.57 1.13
C2 0.53 -1.24 -1.60
H5 1.75 2.23 -1.67
H6 -1.35 -0.84 1.03
C3 -0.09 0.71 1.20
H7 0.28 -2.33 -1.69
N1 0.38 -0.61 -0.38
C4 -1.03 1.58 1.46
C5 0.80 0.53 0.00
H8 0.29 -1.50 1.51

Output
2S+1: 1
Charge: +1
HOMO level (spin up / spin down): -14.99 / -15.07 eV

Atom charges from the natural (NBO) analysis, given in e for atoms 1 to 6: C -0.19; H 0.26; H 0.27; H 0.25; H 0.24; C -0.47

=====

(Q)
DFT (ωB97M-V/def2-TZVPD) results for a structure of composition C5H8N.

CARTESIAN COORDINATES (ANGSTROEM)
C1 2.03 0.25 0.49
H1 -2.02 0.68 1.38
H2 1.11 -0.02 -1.53
H3 -1.93 -1.11 -0.67
H4 -2.46 0.62 -1.18
H5 -0.97 -0.32 -1.99
C2 0.84 0.05 -0.43
C3 2.00 -1.04 0.65
H6 -0.20 1.19 1.83
H7 2.40 1.04 1.08
H8 2.07 -2.11 0.41
C4 -1.54 -0.12 -1.07
N1 -0.46 0.22 -0.07
C5 -0.88 0.67 1.09

Output
2S+1: 1
Charge: +1
HOMO level (spin up / spin down): -13.48 / -13.48 eV

Atom charges from the natural (NBO) analysis, given in e for atoms 1 to 6: C -0.21; H 0.25; H 0.26; H 0.24; H 0.27; H 0.24

=====

(R)
DFT (ωB97M-V/def2-TZVPD) results for the ion C5H8N with charge +1.

CARTESIAN COORDINATES (ANGSTROEM)
C1 -1.07 -1.32 1.60
H1 0.71 -1.76 -0.03
N1 0.43 2.34 -1.94
H2 1.59 -0.76 0.99
H3 1.13 3.04 -1.79
C2 -0.29 1.63 -1.03
C3 0.95 -0.67 0.08
H4 0.64 1.76 -2.72
H5 1.24 -0.28 -0.88
H6 -2.05 -1.19 2.18
C4 -1.08 1.12 -0.26
H7 -0.39 -1.55 2.42
C5 -0.66 -0.23 0.59
H8 -1.14 -2.11 0.79

Output
2S+1: 1
Structure (SMILES): CC(C)=C=C=[NH2+]
Charge: +1
HOMO level: -14.01 eV

Atom charges from the natural (NBO) analysis, given in e for atoms 1 to 6: C -0.75; H 0.24; N -0.79; H 0.28; H 0.45; C 0.39

=====

Most favorable structure: (Q). The second most favorable one is 1.267 eV above it.